Here is 8 unconnected molecules or ions with the total composition C29H60ClO13PS in a non-equilibrium geometry from the Open Molecules 2025 dataset. Energies are from the ωB97M-V functional and the def2-TZVPD basis.

## Properties
Highest occupied orbital energy   -0.333 Eh
Molar mass   715.28 g mol⁻¹
2S+1   1
Calculated total energy   -90307.155 eV
LUMO level   -0.02226 Ha
Frontier orbital gap   8.4 eV

```
105
Properties=species:S:1:pos:R:3:forces:R:3:mulliken_charge:R:1
O -2.818 2.981 -3.893 1.12 0.02 -0.01 -0.468
S -1.401 2.745 -4.068 -0.74 0.14 0.25 0.647
O -0.539 4.185 -3.971 -0.05 0.20 -0.49 -0.327
Cl -1.349 5.610 -3.611 -0.13 -0.06 0.11 0.053
O -0.871 2.203 -2.633 -0.23 -0.23 0.08 -0.062
C 0.532 1.889 -2.619 0.19 -0.12 -0.16 -0.796
P 1.252 2.260 -0.971 -0.22 -0.53 0.97 0.746
O 1.756 1.041 -0.314 -0.01 0.77 -0.47 -0.349
O 0.114 2.948 -0.112 0.29 -0.23 -0.42 -0.289
O 2.341 3.409 -1.207 -0.11 -0.11 -0.09 -0.560
H 1.048 2.431 -3.419 0.04 -0.06 0.14 0.593
H 0.694 0.819 -2.776 -0.19 0.06 -0.01 0.292
H -0.422 3.640 -0.545 0.02 0.30 0.13 0.321
H 2.474 3.646 -2.128 0.09 0.10 -0.06 0.321
C 3.157 -3.252 0.849 0.03 0.02 -0.20 0.160
C 3.150 -1.780 0.436 -0.10 -0.03 0.19 -0.237
C 3.174 -1.879 -1.077 0.11 -0.02 -0.06 -0.114
O 2.477 -3.083 -1.413 0.00 -0.03 -0.04 -0.417
C 2.280 -3.871 -0.235 -0.07 0.06 0.07 -0.364
H 2.772 -3.430 1.853 -0.02 0.02 0.00 0.351
H 4.171 -3.647 0.799 -0.03 -0.05 0.05 -0.263
H 2.228 -1.294 0.758 0.01 0.05 -0.02 -0.137
H 3.987 -1.209 0.834 0.01 -0.01 0.00 0.426
H 4.201 -1.951 -1.457 0.01 0.02 0.01 0.296
H 2.684 -1.031 -1.555 -0.03 -0.02 0.00 0.018
H 1.220 -3.827 0.039 0.01 -0.03 0.02 0.028
H 2.535 -4.908 -0.457 0.01 0.00 -0.03 0.332
C 3.677 -4.006 -4.871 -0.07 -0.07 -0.03 -0.498
C 3.440 -4.461 -6.312 0.04 0.05 0.01 -0.587
C 2.068 -3.862 -6.599 0.00 -0.05 0.05 -0.462
O 1.985 -2.664 -5.829 -0.03 0.03 -0.01 -0.398
C 3.058 -2.617 -4.885 0.06 0.11 0.03 0.136
H 4.726 -3.995 -4.579 0.01 0.00 -0.02 0.384
H 3.135 -4.648 -4.174 0.00 0.02 0.02 0.223
H 4.192 -4.024 -6.973 -0.01 0.00 -0.01 0.270
H 3.461 -5.542 -6.441 -0.01 -0.01 0.02 0.342
H 1.269 -4.542 -6.286 0.01 -0.02 -0.01 0.279
H 1.919 -3.616 -7.652 -0.01 0.02 0.00 0.273
H 3.782 -1.863 -5.217 0.03 -0.03 0.02 0.245
H 2.667 -2.323 -3.912 -0.05 -0.03 -0.01 -0.179
C 8.664 -4.740 1.427 -0.03 -0.03 -0.04 -0.575
C 8.423 -4.099 0.060 0.01 0.03 0.04 -0.608
C 6.901 -4.077 -0.003 0.02 -0.03 -0.01 -0.192
O 6.449 -3.929 1.343 0.01 0.00 0.01 -0.392
C 7.532 -4.136 2.250 0.05 0.02 -0.02 -0.515
H 9.646 -4.527 1.846 0.01 0.02 -0.01 0.347
H 8.549 -5.824 1.360 -0.01 0.00 0.01 0.262
H 8.819 -3.081 0.048 -0.01 0.00 0.00 0.284
H 8.869 -4.648 -0.768 0.00 -0.02 0.01 0.362
H 6.507 -5.015 -0.410 0.01 0.00 -0.02 0.253
H 6.508 -3.252 -0.600 -0.02 0.01 0.01 0.133
H 7.826 -3.173 2.680 0.02 -0.01 0.01 0.271
H 7.194 -4.785 3.058 -0.02 0.00 0.00 0.293
C -2.065 -0.215 -0.017 0.04 0.01 -0.04 -0.043
C -0.778 -0.970 0.318 -0.14 -0.12 -0.02 0.165
C -1.295 -1.993 1.322 0.08 0.04 0.08 -0.265
O -2.645 -2.284 0.960 -0.01 -0.06 0.00 -0.438
C -3.099 -1.334 -0.003 0.02 0.01 -0.05 -0.605
H -2.035 0.314 -0.969 0.02 0.01 -0.01 0.004
H -2.283 0.510 0.767 -0.02 0.08 0.06 0.081
H -0.389 -1.475 -0.571 0.01 -0.01 0.01 0.009
H 0.013 -0.342 0.719 -0.01 0.05 -0.02 0.211
H -1.288 -1.582 2.339 0.07 0.00 -0.01 0.040
H -0.719 -2.921 1.320 -0.03 -0.02 0.02 0.171
H -3.167 -1.821 -0.982 0.00 0.01 -0.01 0.299
H -4.096 -0.995 0.283 0.00 -0.01 0.00 0.307
C -3.247 4.929 1.562 0.06 0.07 0.03 -0.793
C -3.402 6.277 0.859 0.02 -0.13 -0.07 -0.209
C -2.141 6.329 0.009 0.10 0.16 0.07 -0.546
O -1.836 4.973 -0.333 0.16 -0.36 -0.05 -0.495
C -2.633 4.078 0.460 -0.43 0.06 0.07 0.036
H -4.187 4.520 1.928 -0.01 0.01 -0.03 0.377
H -2.558 5.012 2.406 0.01 -0.01 -0.01 0.323
H -4.292 6.266 0.232 0.02 0.05 0.02 -0.035
H -3.480 7.121 1.543 0.02 -0.01 0.00 0.426
H -1.296 6.750 0.565 -0.01 -0.01 -0.01 0.304
H -2.268 6.902 -0.910 0.01 -0.04 -0.02 0.182
H -3.406 3.638 -0.178 0.02 0.02 -0.01 0.224
H -2.001 3.281 0.838 0.06 -0.08 0.05 0.112
C -8.729 7.469 0.897 0.01 0.01 -0.05 -0.556
C -8.860 6.293 -0.071 0.01 -0.01 0.05 -0.561
C -7.478 6.269 -0.712 -0.04 0.02 -0.01 -0.475
O -6.568 6.740 0.285 -0.03 -0.01 -0.03 -0.290
C -7.291 7.312 1.376 -0.03 -0.02 0.02 -0.477
H -9.447 7.449 1.714 -0.01 -0.02 0.00 0.328
H -8.849 8.413 0.360 0.01 0.00 0.00 0.266
H -9.037 5.369 0.483 0.01 0.00 0.00 0.273
H -9.658 6.411 -0.801 0.00 0.02 0.00 0.335
H -7.431 6.936 -1.579 -0.02 -0.01 0.00 0.299
H -7.169 5.272 -1.028 0.02 0.00 0.01 0.271
H -7.233 6.635 2.235 -0.02 0.01 0.01 0.275
H -6.824 8.258 1.650 0.02 0.00 -0.01 0.294
C -0.494 -3.924 6.304 -0.02 -0.03 -0.04 -0.622
C -0.682 -3.330 4.908 -0.02 0.06 0.05 -0.389
C -2.200 -3.322 4.782 -0.01 -0.06 -0.03 -0.264
O -2.711 -3.136 6.104 0.00 0.02 0.03 -0.428
C -1.665 -3.306 7.058 0.04 0.03 -0.03 -0.459
H 0.468 -3.690 6.757 0.01 0.02 -0.01 0.346
H -0.598 -5.011 6.266 -0.01 0.00 0.00 0.284
H -0.295 -2.309 4.878 0.01 0.00 0.00 0.258
H -0.199 -3.901 4.116 0.00 -0.02 0.01 0.329
H -2.570 -4.276 4.392 0.02 0.01 -0.04 0.243
H -2.574 -2.523 4.141 -0.03 -0.01 0.01 0.171
H -1.395 -2.327 7.471 0.02 -0.01 0.01 0.265
H -2.030 -3.933 7.873 -0.01 0.00 0.00 0.293
```
Positions in Å, forces in eV/Å.